{"formula": "C10H15N3O2", "method": "the ωB97M-V functional and the def2-TZVPD basis", "e_lumo_ev": [0.715, -1.611], "de_lowest_ev": 3.092, "spin_multiplicity": 3, "molar_mass_g_mol": 209.25, "e_homo_ev": [-3.63, -9.83], "charge": 0, "s2": 2.0135, "species": ["O", "O", "N", "N", "N", "C", "C", "C", "C", "C", "C", "C", "C", "C", "C", "H", "H", "H", "H", "H", "H", "H", "H", "H", "H", "H", "H", "H", "H", "H"], "xyz": [[2.98833, 2.07744, -0.67357], [0.38341, 0.48008, 2.78235], [0.22225, 0.42539, 0.46720], [0.96876, 0.91287, -0.57533], [1.95219, 1.42184, 1.33429], [0.19325, -2.19804, -0.56803], [-1.06238, -0.78504, -2.09688], [1.98661, 1.48276, -0.02459], [-2.10689, 0.90231, -0.01002], [-1.07740, -0.18421, 0.30313], [0.78099, 0.73491, 1.66672], [-1.08666, -0.37840, -3.22154], [2.88243, 1.96495, 2.28336], [-2.30570, -2.20318, -0.56614], [-1.05761, -1.32737, -0.74598], [-1.29458, -0.61996, 1.28621], [-1.90924, 1.32725, -0.99138], [2.81144, 2.00524, -1.61928], [2.41806, 1.88032, 3.26457], [1.09389, -1.61656, -0.74593], [-3.21515, -1.62798, -0.71504], [-2.32065, -2.63468, 0.43228], [-3.11317, 0.49647, 0.00803], [0.17397, -3.01959, -1.28063], [0.22725, -2.60572, 0.44007], [-1.10395, -0.00236, -4.20050], [3.81746, 1.40391, 2.27148], [3.08842, 3.00928, 2.05156], [-2.29532, -3.01089, -1.29454], [-2.03999, 1.68896, 0.73812]], "forces_ev_per_angstrom": [[0.549, 0.510, -0.852], [-0.385, -0.231, -0.153], [0.109, -0.172, -2.451], [-7.836, -4.006, -3.817], [-1.135, -0.383, 1.404], [0.014, 0.062, -0.001], [-0.005, 0.047, -0.337], [6.321, 2.829, 3.986], [0.138, -0.057, 0.072], [-0.329, 0.107, -0.009], [2.486, 1.460, 1.974], [-0.038, -0.135, 0.330], [-0.148, -0.128, 0.049], [-0.003, 0.121, 0.021], [0.220, -0.212, 0.282], [0.067, 0.011, -0.176], [-0.004, 0.043, -0.019], [0.019, 0.040, -0.016], [0.092, 0.044, -0.002], [0.052, -0.007, -0.025], [-0.101, 0.018, -0.013], [0.005, -0.054, 0.123], [-0.121, -0.033, -0.022], [-0.025, -0.067, -0.014], [-0.007, -0.067, 0.137], [0.001, 0.193, -0.546], [0.094, 0.012, 0.011], [0.010, 0.029, 0.028], [0.006, -0.030, -0.035], [-0.047, 0.055, 0.070]]}

{"formula": "C10H15N4", "method": "the ωB97M-V functional and the def2-TZVPD basis", "e_lumo_ev": [-5.519, -5.518], "de_lowest_ev": 7.621, "molar_mass_g_mol": 191.26, "e_homo_ev": [-10.89, -10.89], "charge": 1, "species": ["N", "N", "N", "N", "C", "C", "C", "C", "C", "C", "C", "C", "C", "C", "H", "H", "H", "H", "H", "H", "H", "H", "H", "H", "H", "H", "H", "H", "H"], "xyz": [[1.10992, 2.46050, 0.14717], [-0.51047, -1.70509, -2.18834], [1.41057, -2.49415, -1.19702], [0.36260, 2.24333, 2.23692], [0.42463, -1.51486, 1.12383], [1.12434, 1.80711, 1.25245], [0.32628, -1.94795, -1.20479], [-1.62518, -0.88489, -1.77335], [2.25677, -2.61210, -0.02359], [-2.66848, -0.40480, -2.67264], [1.61793, -2.14071, 1.36605], [-1.63516, -0.73113, -0.40956], [-0.34145, -1.15131, 0.14813], [-0.40384, 3.46025, 2.24931], [0.16861, 4.39648, 2.29451], [-1.19381, 3.61929, 3.05358], [1.41383, -2.99344, 2.03675], [2.98356, -1.79389, -0.21167], [-2.46791, 0.71534, -2.98858], [-2.80759, -1.18642, -3.48239], [1.50598, 1.90894, -0.61399], [0.46573, 1.79562, 3.11852], [0.76127, 3.32676, -0.29171], [2.41559, -1.56315, 1.96612], [-3.65709, -0.37942, -2.22330], [2.59676, -3.66950, 0.07023], [-0.91343, 3.50241, 1.25759], [-0.39229, -1.87511, -3.21041], [-2.32767, -0.18813, 0.17022]], "forces_ev_per_angstrom": [[0.703, 0.699, -4.919], [-3.445, 2.081, -2.465], [1.738, -1.365, 1.452], [-0.270, 0.797, 1.339], [-1.865, 1.754, -3.760], [-0.248, -1.946, 2.300], [0.674, 0.391, 1.300], [0.570, -0.993, 2.779], [-0.130, 0.889, -2.149], [-0.379, 0.711, -2.000], [1.677, -0.722, 3.826], [2.133, 0.197, -1.378], [-0.600, -1.539, 1.040], [-1.610, 1.593, -0.756], [0.415, -0.360, 0.033], [1.066, -1.019, -0.898], [0.164, -0.220, -0.464], [0.450, -1.261, 0.286], [-0.203, -2.472, 0.015], [0.356, 1.483, 0.227], [0.243, 0.505, 0.404], [0.137, -0.361, 0.353], [-0.401, -0.168, 1.447], [-1.165, -0.360, -1.323], [0.134, 0.034, 0.572], [0.159, 1.138, 0.094], [-0.052, 0.119, 0.737], [0.452, -0.062, 1.560], [-0.700, 0.458, 0.347]]}

{"formula": "C10H15NO2", "method": "the ωB97M-V functional and the def2-TZVPD basis", "e_lumo_ev": 0.719, "smiles": "C=C[C@](C#N)(C(=O)OCC)C(C)C", "de_lowest_ev": 3.242, "molar_mass_g_mol": 181.24, "e_homo_ev": -10.34, "charge": 0, "species": ["O", "O", "N", "C", "C", "C", "C", "C", "C", "C", "C", "C", "C", "H", "H", "H", "H", "H", "H", "H", "H", "H", "H", "H", "H", "H", "H", "H"], "xyz": [[-0.99826, 0.96815, 0.41086], [-2.14361, -0.50257, -0.86999], [-0.23853, -3.29449, -1.16956], [0.71764, -1.97427, 1.71785], [0.95215, -0.19075, -1.86708], [1.23537, -0.88017, 0.66651], [-2.32808, 1.69355, 0.72835], [0.23523, -0.82365, -0.55571], [-0.17408, -2.19137, -0.87279], [-2.27718, 3.16006, 0.26622], [1.27096, 1.10028, -1.83209], [-1.11288, -0.15238, -0.31831], [2.55073, -1.27298, 0.19110], [1.19987, -0.90966, -2.61416], [-3.32767, 3.51929, 0.26505], [0.93950, 1.76496, -1.00146], [0.72329, -1.72174, 2.74522], [3.30986, -1.22250, 1.00851], [1.22216, -2.98773, 1.69403], [1.15367, 0.02850, 1.19909], [2.78187, -0.60455, -0.65129], [-1.65340, 3.76088, 0.94892], [-2.07006, 3.08613, -0.80697], [1.71157, 1.45806, -2.75124], [-0.37546, -2.25657, 1.72017], [2.34823, -2.36314, -0.12913], [-2.56736, 1.56991, 1.86913], [-3.08555, 1.23877, 0.00876]], "forces_ev_per_angstrom": [[-1.646, 0.799, 0.965], [1.349, 0.013, 0.862], [-0.356, -0.486, -0.066], [-1.117, -1.483, -0.534], [-1.311, 0.444, 2.984], [-3.306, -1.891, 1.471], [-0.431, -0.697, -0.384], [0.254, -0.083, -0.817], [1.129, -0.254, -0.531], [-0.570, -1.108, 0.520], [-0.907, -0.493, -0.446], [-1.203, 1.276, -0.934], [1.207, -1.448, -0.469], [0.135, -0.124, -0.580], [0.562, -0.049, 0.445], [0.536, -0.544, -0.852], [0.938, 1.064, 1.138], [-0.465, -0.188, -0.804], [-0.236, 1.263, -0.496], [0.226, 1.340, 0.187], [0.728, -0.684, 0.395], [-0.065, 0.057, -0.960], [0.787, 0.672, 0.302], [0.290, 0.636, 0.245], [0.767, 0.478, -0.998], [1.203, 1.555, 0.070], [0.605, -0.073, -2.354], [0.896, 0.009, 1.645]]}

{"formula": "C10H15NO3SSi", "method": "the ωB97M-V functional and the def2-TZVPD basis", "e_lumo_ev": 0.836, "smiles": "c1csc([Si]23OCCN(CCO2)CCO3)c1", "de_lowest_ev": 0.000, "molar_mass_g_mol": 257.39, "e_homo_ev": -8.25, "charge": 0, "species": ["S", "Si", "O", "O", "O", "N", "C", "C", "C", "C", "C", "C", "C", "C", "C", "C", "H", "H", "H", "H", "H", "H", "H", "H", "H", "H", "H", "H", "H", "H", "H"], "xyz": [[3.42450, -0.11230, -1.11090], [0.55252, 0.31304, -0.02175], [-0.53355, 1.09828, -1.00541], [0.46177, -1.34362, -0.39657], [0.19028, 0.58609, 1.58402], [-2.31217, -0.77107, 0.18005], [-1.01420, 0.20648, 2.17286], [4.65590, 1.13982, -1.04662], [2.78752, 2.13892, -0.14418], [-0.23725, -2.19043, 0.48185], [-1.74006, -2.13246, 0.39331], [2.25929, 0.92765, -0.37265], [-1.20521, 0.19398, -1.83159], [4.15778, 2.26949, -0.51085], [-2.49898, -0.25048, -1.16995], [-2.22385, 0.31536, 1.23748], [-3.16785, 0.58173, -1.10782], [-1.36686, 0.65502, -2.80104], [-0.88202, -0.82099, 2.51803], [-2.93943, -1.04741, -1.77724], [-3.15202, 0.22575, 1.81629], [0.07650, -3.20549, 0.21554], [2.21384, 2.96322, 0.28221], [-2.19630, -2.60915, 1.27030], [-2.09075, -2.73815, -0.44610], [-1.15346, 0.88406, 3.01821], [-2.20267, 1.29670, 0.76826], [0.17682, -2.08014, 1.48006], [-0.51463, -0.64627, -2.03594], [4.78520, 3.14308, -0.31499], [5.68930, 1.00928, -1.32490]], "forces_ev_per_angstrom": [[0.949, 0.632, 0.110], [-0.405, -0.420, 0.410], [1.093, 0.156, 0.932], [0.462, 1.745, 0.498], [1.298, 0.104, -1.785], [0.542, 0.716, 0.810], [-0.879, 0.004, 0.122], [-0.493, -0.908, -0.073], [0.131, 1.634, 0.479], [1.235, -1.478, 0.066], [-1.158, 1.600, -0.415], [-0.473, -1.361, -0.277], [-0.010, -0.665, -1.313], [0.057, 0.557, 0.395], [0.944, -1.403, 0.115], [-0.267, -1.743, -0.146], [-0.583, 0.491, -0.055], [-0.381, 0.329, -0.145], [-0.419, 0.145, 0.398], [-0.199, 0.160, -0.092], [0.211, 0.216, 0.308], [-0.130, -0.087, -0.080], [0.165, -0.262, -0.025], [0.165, 0.209, 0.104], [0.106, 0.152, -0.134], [-0.206, -0.210, 0.111], [-0.058, -0.121, -0.133], [-0.279, 0.269, 0.332], [-0.902, 0.120, -0.131], [-0.404, -0.223, -0.155], [-0.111, -0.360, -0.230]]}